# C15H35B3N2O8S2

C15H35B3N2O8S2 as an isolated structure at a distorted geometry (ωB97M-V/def2-TZVPD, the OMol25 dataset).

Output
**Orbital gap**: 6.64 eV
**Max |F|**: 3.6 eV/A
**Highest occupied orbital energy**: -7.73 eV

The geometry in ORCA input format:
```
! wB97M-V def2-TZVPD RIJCOSX def2/J DEFGRID3
* xyz 0 1
S -3.28555 0.40307 -1.94159
S -2.24951 2.05918 0.38811
O -3.09856 1.13395 3.86911
O -5.00804 -0.65304 -4.49770
O 3.31992 3.85810 -2.06989
O 0.24747 -4.23949 3.74028
O 5.07608 2.36928 -1.26998
O -0.97971 0.52329 6.20423
O 2.83661 1.98771 -0.48274
O -0.48381 -1.91982 -4.36506
N -0.00909 -2.10676 0.38210
N -1.15407 -0.34929 -0.44406
C -1.22327 -1.49605 0.31825
C 4.57806 -1.07358 -0.46032
C 4.57783 -0.82648 0.93332
C -0.07658 3.41589 -0.73059
C 4.18420 -0.06122 -1.57530
C 1.31789 4.12841 -0.46906
C 0.13299 -0.18253 -0.95500
C -1.08466 -4.34748 3.26047
C -4.45900 0.76025 4.05428
C 0.82092 -1.32219 -0.40402
C 0.05127 -0.42233 5.95647
C -2.22043 0.61294 -0.73206
C 0.79693 -2.46849 -4.08567
C -4.56665 -0.82290 -5.84031
C -0.50166 2.65545 0.59793
B 2.56814 3.27383 -1.02331
B 3.99926 1.44501 -1.07196
B 4.56437 3.22958 -2.28187
H 1.89641 -1.41992 -0.64395
H -4.77785 0.07987 -6.41926
H 3.25276 -0.37706 -2.12529
H -5.01478 0.90892 3.12490
H -1.07874 -4.42446 2.17000
H 0.69431 -3.35091 -3.44904
H 1.26414 -2.75647 -5.02616
H -1.53729 -5.24332 3.68237
H 0.87071 0.05276 5.40933
H -2.74006 0.56863 3.17504
H 0.42368 -0.78992 6.91112
H 5.15143 3.36050 -3.29856
H -1.29493 0.83461 5.34570
H -0.34301 -1.26224 5.37671
H 5.49763 -0.56408 1.50273
H -3.49275 -1.00176 -5.83272
H 0.53057 0.60954 -1.61527
H -4.51958 -0.28758 4.35833
H 3.62253 -0.93603 1.51054
H -5.95807 -0.49670 -4.52623
H 1.42178 -1.72256 -3.58595
H 1.42534 4.39034 0.61552
H -0.87236 4.18922 -0.89800
H -4.88831 1.38587 4.83422
H -1.66212 -3.47112 3.57040
H 0.62519 -3.44133 3.35323
H -2.11494 -1.90690 0.82596
H 0.01623 2.72385 -1.59870
H 0.20289 1.80857 0.78520
H 1.28814 5.10287 -1.03158
H 4.86321 -2.10627 -0.80984
H -0.48618 3.37937 1.45396
H -0.87894 -1.67192 -3.52014
H 5.01313 -0.04875 -2.33566
H -5.07149 -1.67991 -6.29299
*
```

=====

# C15H35BClN3O12P

A 7-piece molecular cluster, C15H35BClN3O12P overall at a distorted geometry (ωB97M-V/def2-TZVPD, the OMol25 dataset).

Output
**Orbital gap**: 7.19 eV
**Max |F|**: 2.2 eV/A
**Highest occupied orbital energy**: -11.67 eV

The geometry in ORCA input format:
```
! wB97M-V def2-TZVPD RIJCOSX def2/J DEFGRID3
* xyz 1 1
Cl -3.57893 -0.74529 0.71021
P -3.50323 0.06445 -2.17445
O -3.30884 -0.26669 -3.75610
O 1.87184 0.72467 6.06296
O 4.53454 0.82971 -6.53720
O 1.76378 -3.06463 0.79928
O -0.52978 -0.94726 4.52413
O -5.40000 0.92247 3.21440
O -2.90164 2.03801 -5.38130
O -1.23915 1.49749 6.76903
O -3.67540 1.67249 -2.22320
O -0.85332 -3.28142 -2.44306
O 1.75609 -0.81840 -1.45022
O 2.01290 1.27037 -0.68214
N 0.29534 -1.17430 0.26007
N 2.38485 -0.93779 1.87108
N 2.57083 0.47584 -1.27182
C 2.07850 2.02260 -3.53704
C 2.65898 -1.66678 3.13380
C -1.84013 -0.30891 -1.30088
C 3.71188 -0.77557 1.18021
C -0.19887 0.17504 -3.21089
C -0.92690 -1.14278 0.80494
C -0.52985 -0.29359 -1.82434
C -1.58505 0.76205 3.26155
C -0.64254 -0.43547 3.19687
C -1.99736 -0.72780 0.02066
C 0.83043 2.54020 -3.00329
C -0.38755 1.68282 -3.37862
C -1.09641 -1.55375 2.23321
C 0.48695 -0.75427 -1.00679
C 3.10747 1.52925 -3.90260
B 1.54060 -1.74189 1.02615
H -0.29621 -2.59932 -2.06061
H -0.60521 1.29108 7.46425
H 1.75064 -1.84278 3.69584
H -0.26436 -3.99093 -2.71890
H 4.98397 1.47062 -7.09683
H -0.89053 -0.32361 -3.87936
H -3.37885 2.11212 -1.41794
H 3.76075 -1.29943 0.22721
H 0.95375 0.45326 5.96102
H 0.89241 2.70275 -1.92766
H -3.60142 1.94563 -4.72781
H 0.99473 -3.61384 0.99732
H -2.13649 -1.77204 2.43552
H 0.81020 -0.12980 -3.46182
H 3.30702 -1.04603 3.74350
H 4.50260 -1.19826 1.78772
H 3.18272 -2.60519 2.96181
H -1.20165 0.74739 6.16482
H -3.17245 -1.22577 -3.77925
H -4.75230 0.70054 2.54038
H -0.71309 1.91364 -4.37790
H -1.19635 2.00642 -2.72801
H 0.33736 -0.05865 2.90624
H -0.53024 -2.46007 2.45486
H -2.26111 0.83085 2.41782
H 4.04721 0.27392 -7.15279
H -2.13920 0.76938 4.19268
H 0.65972 3.52947 -3.42683
H 1.93488 1.53075 5.54062
H 3.93356 0.26844 0.99449
H -6.23246 0.55855 2.89707
H -3.36760 2.21660 -6.20498
H -0.99483 1.67468 3.25892
H 0.30034 -1.42741 4.58908
H 3.97242 1.02618 -4.25508
*
```

=====

# C15H35BN12O12

A 6-piece molecular cluster, C15H35BN12O12 overall at a distorted geometry (ωB97M-V/def2-TZVPD, the OMol25 dataset).

Output
**Orbital gap**: 9.25 eV
**Max |F|**: 7.9 eV/A
**Highest occupied orbital energy**: -8.90 eV

The geometry in ORCA input format:
```
! wB97M-V def2-TZVPD RIJCOSX def2/J DEFGRID3
* xyz 0 1
O 0.91021 -2.61375 0.16418
O 4.11730 -0.05960 2.43145
O -0.67790 -4.02869 1.18019
O -0.11241 1.94084 -0.12154
O 0.00461 -0.02067 -1.60043
O -2.31791 3.72926 1.82173
O -3.04881 -0.18946 3.87242
O -6.02110 -0.58420 -0.56960
O 3.41325 4.79883 1.21091
O -6.08092 -2.09583 -4.68734
O -3.49631 -3.17333 1.72968
O 6.15687 -1.59832 -0.47965
N 5.47064 4.03294 0.66088
N 7.20449 -2.69734 -2.15568
N -4.08009 -1.07346 -4.94266
N 1.27968 0.12000 3.47231
N -1.46564 5.35506 0.49883
N 3.99172 2.67830 1.74521
N -5.32988 -1.62478 -6.76827
N -6.90519 -1.60655 -2.38265
N 7.61580 -3.25422 0.01588
N -8.09532 -0.01133 -1.27292
N -0.95716 5.29954 2.71850
N -1.19379 -1.61879 2.88148
C -5.21956 -1.62844 -5.41860
C 4.23732 3.89484 1.20660
C -1.62517 4.73034 1.68850
C -0.31014 -2.85315 0.93738
C -0.97118 -1.41867 1.40830
C 0.31893 -0.45490 1.08909
C 1.55407 -1.50378 0.88995
C -3.47109 -2.30643 0.80911
C -2.25122 -1.33186 0.43217
C 2.96991 -0.94464 0.36864
C 4.18148 -1.14827 1.45298
C 6.94181 -2.46105 -0.84939
C -2.03290 -0.74865 3.37491
C -6.94742 -0.72630 -1.35886
C 0.73582 0.65717 2.18195
B 0.08118 0.49364 -0.25393
H -2.70300 -0.25803 0.37937
H 3.27676 -1.59711 -0.54198
H 7.84456 -3.39995 -2.47955
H -6.06871 -2.15648 -2.48076
H -8.86569 -0.11197 -1.90861
H 4.65474 1.92353 1.75183
H 3.85399 -0.45905 3.29157
H 6.16096 3.30389 0.64695
H 2.98924 0.16922 0.09906
H -4.42802 -2.21764 0.13780
H -0.90167 6.17565 0.36904
H -6.16470 -2.02939 -7.16178
H 8.26364 -3.96725 -0.26715
H 6.72153 -2.12660 -2.83168
H 0.64296 0.47555 4.22071
H 4.19676 -2.19952 1.91268
H -1.04988 4.86390 3.62246
H -1.94107 -1.61168 -0.65525
H -4.63430 -1.24605 -7.38552
H -7.65220 -1.73727 -3.03943
H -3.96045 -1.05648 -3.94186
H 5.69303 4.92505 0.24886
H -0.13147 1.39280 2.42915
H -1.94687 4.96189 -0.29450
H 1.58346 1.30611 1.71712
H 3.08548 2.53521 2.16138
H -0.92290 2.13028 0.41240
H 5.15270 -0.96068 0.83448
H 7.44722 -3.10896 0.99888
H -8.16510 0.65666 -0.52150
H 1.20844 -0.90560 3.54744
H 1.86641 -2.05552 1.87046
H -3.36119 -0.68444 -5.52577
H 0.06529 -1.00348 -1.62693
H -0.38396 6.11917 2.62894
*
```

=====

# C15H35BN4O6P

A 2-piece molecular cluster, C15H35BN4O6P overall (ωB97M-V/def2-TZVPD, the OMol25 dataset).

Output
**Orbital gap**: 9.86 eV
**Max |F|**: 0.5 eV/A
**Highest occupied orbital energy**: -12.17 eV

The geometry in ORCA input format:
```
! wB97M-V def2-TZVPD RIJCOSX def2/J DEFGRID3
* xyz 1 1
P -0.99066 -3.75870 1.27124
O -1.33262 1.94515 0.09870
O -1.81683 1.15284 -2.89697
O 1.77640 2.80575 -4.20326
O -2.39267 -3.19759 1.94994
O 2.41043 -3.20813 1.40518
O 1.42118 -2.60311 3.47082
N 1.01970 -0.26445 1.39735
N -0.55847 0.94608 0.53244
N 0.05753 -2.38008 1.40626
N -1.02642 -0.36117 0.55265
C 2.47830 2.86571 -5.44286
C 1.20513 3.26136 -1.17494
C 1.54349 2.17056 1.12000
C 2.85727 1.37887 -0.92480
C 0.67831 0.96501 1.02846
C -3.42839 3.01569 0.69138
C 2.74293 -4.49943 4.34579
C -2.89484 0.43783 -2.29754
C -2.05482 2.61660 1.18712
C 2.18641 2.56503 -0.22933
C 1.42073 -3.74553 4.34911
C -0.02177 -1.06375 1.11009
C -2.35711 -0.77517 -1.53876
C -2.33926 -0.66668 -0.00708
C -1.49846 -3.74103 -0.48762
B 1.36406 -2.74796 2.12765
H 1.85306 3.26728 -6.24328
H -3.40535 3.15261 -0.38928
H 3.06692 1.64774 -1.96040
H 0.45379 3.83520 -0.62992
H 3.54734 -3.84138 4.02221
H 3.32215 3.53446 -5.29335
H -3.00512 0.13556 0.31003
H 2.97560 3.27334 0.02987
H 0.66184 2.52356 -1.76865
H 3.80122 1.10666 -0.45316
H -2.51193 -3.37472 -0.63965
H 2.32048 1.91814 1.84087
H 1.02300 2.21847 -4.31274
H -2.97477 -1.63874 -1.78925
H 2.85725 1.88582 -5.74248
H 1.73678 3.91057 -1.86360
H -2.09692 1.93720 2.03911
H 1.19472 -3.35575 5.33848
H -4.19362 2.28596 0.94773
H 2.22883 -3.34856 0.47162
H -2.69221 -1.57391 0.47403
H 0.59493 -4.40952 4.07974
H 2.21412 0.49618 -0.94398
H -2.21185 -2.69996 2.75623
H 2.96812 -4.86892 5.34489
H -3.41218 1.10813 -1.60659
H -3.70914 3.97644 1.11789
H -0.79611 -3.14568 -1.07065
H 2.72436 -5.35491 3.67229
H -3.60473 0.11902 -3.06031
H -1.46881 3.48727 1.47896
H 0.97905 3.01103 1.52632
H -1.35719 -1.00072 -1.91200
H -1.45009 -4.77147 -0.83822
H -2.08309 1.43989 -3.77381
*
```

=====

Question: The lowest max |F| belongs to which entry?
Answer: C15H35BN4O6P